17
Properties=species:S:1:pos:R:3:forces:R:3:lowdin_charge:R:1 method="wB97M-V/def2-TZVPD" spin_multiplicity=1 homo_energy_ev=-11.92 total_charge=0 relative_energy_kj_mol=0.00
H 0.163 0.880 2.297 0.1 -0.1 0.0 0.100
F 2.234 -1.379 -0.136 0.0 0.0 0.0 -0.109
O -0.564 -1.474 -0.201 0.2 0.0 0.1 -0.148
H 0.802 2.255 1.400 0.0 -0.1 0.0 0.094
H 1.574 0.683 1.234 0.0 0.0 0.1 0.070
H -0.513 -0.103 -1.708 0.1 0.1 0.1 0.148
O 1.694 -1.241 -2.472 0.1 -0.2 0.0 -0.205
S 1.673 -0.484 -1.281 0.0 0.2 0.1 0.668
C 0.617 1.182 1.354 0.0 0.2 -0.1 0.000
O -2.842 -0.838 -0.887 0.0 0.0 0.0 -0.200
H -0.670 1.727 -0.355 0.2 0.1 0.1 0.160
O -2.453 -1.888 1.320 0.0 0.0 0.0 -0.185
C -0.358 0.864 0.228 -0.4 -0.4 0.4 -0.266
O -1.587 0.354 0.859 0.1 0.2 -0.1 -0.171
C -0.016 -0.290 -0.745 -0.4 0.2 -0.7 -0.352
O 2.294 0.788 -1.179 0.1 0.0 0.0 -0.217
S -2.046 -1.037 0.272 0.0 -0.2 0.1 0.613

***

12
Properties=species:S:1:pos:R:3:forces:R:3:lowdin_charge:R:1 method="wB97M-V/def2-TZVPD" smiles="OC[C@H](F)C(=S)S" spin_multiplicity=1 homo_energy_ev=-8.87 total_charge=0 relative_energy_kj_mol=18.04
H 1.524 1.729 -0.967 -0.9 -2.1 -0.4 0.145
O 1.049 0.840 -1.083 1.7 2.1 0.5 -0.120
F -2.126 -0.377 -0.086 0.8 0.1 0.1 -0.047
C -0.180 -1.052 1.144 0.5 -0.5 -0.8 -1.161
S 1.486 -1.628 1.046 -0.5 0.6 -0.1 0.780
H -0.437 -0.988 -1.067 -0.4 0.0 1.3 0.167
C -0.728 -0.410 -0.131 -0.5 -0.1 -1.7 -0.406
H -0.199 1.619 0.441 0.1 -0.3 -0.6 0.142
S -1.066 -1.408 2.421 -0.5 0.1 0.6 0.723
H -0.836 1.497 -1.240 -0.6 -0.4 0.4 0.128
H 1.738 -0.817 0.007 0.4 -0.2 -0.2 -0.133
C -0.224 0.995 -0.485 -0.2 0.6 0.9 -0.219

***

10
Properties=species:S:1:pos:R:3:forces:R:3:lowdin_charge:R:1 method="wB97M-V/def2-TZVPD" spin_multiplicity=1 homo_energy_ev=-8.56 total_charge=0 relative_energy_kj_mol=102.61
H 1.328 -1.261 0.410 0.0 -1.2 0.2 0.068
H -1.480 -0.967 -0.197 -0.5 -1.6 1.5 0.014
H -1.602 -0.833 -1.950 -0.8 -1.2 -1.5 0.004
H 1.861 0.362 2.149 -0.6 0.4 -1.9 0.145
C 0.918 -0.293 0.336 -0.6 -0.3 -2.2 -0.458
S 0.154 0.329 -1.090 1.5 0.5 -1.2 0.866
C 1.326 0.595 1.155 1.6 2.3 5.2 -0.256
F 1.022 1.926 1.124 0.2 -1.0 -0.2 -0.027
C -1.449 -0.370 -1.039 -0.3 2.5 0.3 -0.398
H -2.079 0.513 -0.899 -0.5 -0.6 -0.1 0.041